Entry 1:
Formula: C7H12
Source: OMol25
Level of theory: ωB97M-V/def2-TZVPD

Each line ends with the natural charge from an NBO analysis.
Positions of all 19 atoms, in Å:
C (-3.1501, 0.4004, -0.1287)  -0.6024
C (-1.9031, -0.2975, -0.6648)  -0.3838
C (-0.6417, 0.5423, -0.4657)  -0.4681
C (0.6040, 0.0154, -1.0644)  -0.0281
C (1.8321, -0.0438, -0.4532)  -0.4473
C (2.5977, 0.4702, 0.5234)  0.0302
C (3.3151, -0.3889, 1.5133)  -0.7153
H (-3.0524, 0.6227, 0.9394)  0.2050
H (-3.3367, 1.3468, -0.6476)  0.2046
H (-4.0329, -0.2309, -0.2584)  0.2125
H (-1.7901, -1.2733, -0.1727)  0.2015
H (-2.0269, -0.5037, -1.7342)  0.1972
H (-0.4800, 0.7710, 0.5905)  0.2227
H (-0.7184, 1.4884, -1.0110)  0.2335
H (1.7710, -1.1258, -0.8138)  0.2853
H (0.5414, -0.4396, -2.0539)  0.1957
H (2.8877, -0.2467, 2.5156)  0.2434
H (4.3565, -0.0696, 1.6198)  0.2310
H (3.3009, -1.4673, 1.3154)  0.1824

The calculation puts the energy above the lowest of the compared OMol25 structures with the same formula, charge and spin at 470.92 kJ/mol. The charge is 0. The calculation puts the total energy at -7448.5507 eV. As for the multiplicity: 1. As for the orbital gap (spin up / spin down): 7.3 / 7.3 eV.

Entry 2:
Formula: C7H12
Source: OMol25
Level of theory: ωB97M-V/def2-TZVPD

Each line ends with the natural charge from an NBO analysis.
Positions of all 19 atoms, in Å:
C (-1.7212, -2.1179, 0.3299)  -0.6021
C (-1.1945, -0.6542, 0.4902)  -0.4059
C (0.3730, -0.3489, 0.2561)  -0.1995
C (0.5500, 0.1112, -1.2059)  -0.4069
C (1.3822, 1.2970, -0.7860)  -0.2339
C (0.7798, 2.1528, 0.3129)  -0.4368
C (1.4548, 0.8933, 0.6609)  -0.2115
H (-2.8203, -2.1458, 0.4500)  0.2107
H (-1.3158, -2.7957, 1.0858)  0.2034
H (-1.5343, -2.5583, -0.6587)  0.2036
H (-1.7526, -0.1027, -0.2855)  0.1961
H (-1.5957, -0.2874, 1.4380)  0.2064
H (1.0950, -1.0651, 0.6040)  0.2146
H (-0.3843, 0.3923, -1.7049)  0.1911
H (1.0674, -0.6330, -1.8157)  0.2102
H (2.1739, 1.7171, -1.3961)  0.2117
H (1.2856, 3.0940, 0.5106)  0.2193
H (-0.2798, 2.1363, 0.5364)  0.2072
H (2.4368, 0.9150, 1.1778)  0.2221

The calculation puts the energy above the lowest of the compared OMol25 structures with the same formula, charge and spin at 277.29 kJ/mol. The charge is 0. The calculation puts the total energy at -7450.5575 eV. As for the multiplicity: 1. As for the orbital gap: 10.7 eV.

Entry 3:
Formula: C7H12BN
Source: OMol25
Level of theory: ωB97M-V/def2-TZVPD

Each line ends with the natural charge from an NBO analysis.
Positions of all 21 atoms, in Å:
B (0.2828, 1.2965, -1.1331)  0.7157
C (-2.1207, -0.4253, -1.8525)  -0.3816
C (1.6800, 1.2624, 1.3651)  -0.0244
C (-1.7541, -0.7384, -0.5633)  -0.2441
C (-0.7217, -0.0616, 0.1708)  -0.1856
C (-0.2060, -0.2700, 1.4466)  0.0795
C (1.5707, 0.6036, -1.6683)  -1.0918
C (-0.6155, -1.4056, 2.2664)  -0.6577
N (1.0847, 0.2726, 1.7759)  -0.4059
H (-0.0976, 2.3092, -1.1293)  -0.1544
H (-2.9065, -1.0981, -2.3666)  0.2141
H (-1.4794, 0.1991, -2.4207)  0.1798
H (2.7084, 1.4096, 1.6610)  0.1670
H (1.3347, 2.1201, 0.6984)  0.1367
H (-2.3411, -1.5343, -0.0100)  0.2008
H (2.4881, 0.9915, -1.2327)  0.2704
H (1.7513, 1.0215, -2.7959)  0.2465
H (1.6290, -0.5322, -1.5779)  0.2594
H (0.0807, -1.7541, 3.0491)  0.2394
H (-1.6028, -1.3461, 2.7220)  0.2233
H (-0.7650, -2.3204, 1.5949)  0.2131

The calculation puts the energy above the lowest of the compared OMol25 structures with the same formula, charge and spin at 540.77 kJ/mol. The charge is 0. The calculation puts the total energy at -9614.7502 eV. As for the multiplicity: 1. As for the orbital gap: 8.1 eV.